1.
{
  "formula": "C20H25FN4O2",
  "method": "wB97M-V/def2-TZVPD",
  "species": ["H", "H", "H", "C", "N", "O", "H", "C", "O", "C", "C", "H", "H", "C", "N", "N", "C", "H", "C", "C", "H", "H", "C", "H", "H", "H", "C", "H", "H", "C", "C", "H", "H", "H", "H", "H", "F", "C", "H", "H", "C", "H", "H", "C", "C", "C", "H", "C", "C", "N", "C", "H"],
  "coordinates": [[5.297439, -1.248883, 3.851919], [-3.344878, -1.528864, 0.133690], [-2.179673, 4.550041, -3.844368], [2.975831, -1.456375, 1.467316], [4.139320, -3.025152, 0.622268], [-1.192308, 2.779396, 1.206712], [-0.872196, 0.248923, 2.338274], [0.532530, -1.283036, 2.293933], [-1.057322, -2.681533, 0.361635], [-1.717499, 3.630010, -3.719106], [3.031862, -2.515429, 0.264253], [1.324513, -0.309407, 0.692055], [4.455442, -3.846887, 0.155160], [-1.182138, 3.181068, -2.491189], [4.624197, -2.514741, 1.738913], [-0.845701, -0.845579, 2.075822], [-1.872743, 1.908890, 0.617916], [1.100403, -2.763124, -0.499543], [2.090655, -2.839613, -0.597570], [-3.228520, 1.546252, 1.352828], [4.385669, 0.159356, 3.290505], [-0.274293, 1.192277, -5.664569], [-2.411239, 0.062039, -0.633649], [-3.154739, -0.269363, 2.598966], [-1.825589, -0.552865, -1.264924], [-4.549199, -0.249375, 1.732154], [-1.511702, -1.665458, 1.076330], [-3.600606, 1.921268, 2.127066], [0.029550, 2.122340, -0.289419], [1.910996, -0.460853, 1.704153], [4.397298, -0.778904, 3.502486], [2.465156, -3.541798, -1.291690], [1.978014, 0.197687, 2.298126], [-1.553587, 3.753233, -1.684494], [-1.417612, 3.215623, -5.969465], [3.714653, -1.066571, 4.424060], [0.442180, 0.012084, -3.535737], [-3.540195, -0.139625, 1.497651], [0.676334, -2.385368, 2.135021], [2.030162, -1.828998, -1.536786], [-0.431533, 1.388944, -0.922328], [0.257894, 0.403770, -1.139356], [-3.374444, 0.228750, -1.210121], [-0.490852, 1.023034, -3.518447], [-0.573462, 2.022724, -2.264075], [3.930105, -1.548929, 2.177452], [-3.988912, 2.025848, 0.664987], [-1.078127, 2.947178, -5.084155], [-2.835690, -0.836710, 0.570916], [-1.783149, 1.093841, -0.330894], [-0.614753, 1.762103, -4.853670], [0.712459, -1.193240, 3.372991]],
  "forces_ev_per_angstrom": [[0.9, 0.4, -0.4], [-3.3, -4.5, -2.7], [-1.0, 1.4, 0.1], [-13.7, 2.2, -10.2], [1.1, -1.0, 0.6], [0.4, -0.9, -2.3], [-1.2, -3.4, -1.4], [2.4, -1.0, 2.3], [-1.9, 4.9, 4.4], [5.1, -3.3, -3.3], [0.4, 7.3, 9.1], [1.8, 1.1, 1.5], [1.2, -0.5, 0.4], [-3.5, 3.0, -2.6], [7.6, -5.2, -0.1], [1.9, -0.6, -1.7], [-5.2, 2.5, 9.5], [-3.8, -0.6, 1.5], [-0.2, 2.5, -8.7], [0.4, -4.4, -8.0], [0.4, 6.1, -0.7], [0.5, -1.0, -1.1], [-7.0, -8.5, -2.3], [-0.2, -0.1, -1.9], [0.6, -0.7, -0.9], [-2.0, -0.5, -0.8], [0.7, 1.5, -3.0], [-1.3, 3.6, 7.3], [0.5, -0.2, 0.6], [-6.8, -11.3, -10.8], [-2.6, -8.1, 1.1], [-0.3, -1.6, -0.7], [1.7, 9.5, 7.4], [0.1, 0.6, 1.3], [-0.9, 1.8, -4.1], [0.7, 0.9, -2.1], [-1.5, 0.4, 0.4], [0.6, 6.7, 7.0], [-0.5, 1.2, -0.4], [0.4, -2.1, 2.2], [1.9, -2.3, -2.5], [-1.9, 2.2, 1.2], [0.7, 0.0, 0.5], [1.9, 6.4, 0.4], [0.7, -7.3, -4.0], [9.1, 0.3, 9.2], [0.4, -1.0, -0.2], [-3.9, 3.1, 8.8], [6.5, -1.3, -1.6], [10.6, 7.5, -1.9], [1.9, -5.5, 3.5], [-0.2, -0.1, 0.1]],
  "lowdin_charge": [0.061, 0.082, 0.056, -0.183, 0.052, 0.022, 0.212, -0.167, -0.024, 0.063, -0.260, 0.125, 0.169, -0.100, 0.065, 0.044, -0.484, 0.002, -0.028, 0.021, -0.008, 0.089, -0.182, 0.144, 0.132, 0.092, -0.224, 0.009, 0.110, -0.016, 0.047, 0.075, -0.017, 0.106, 0.042, 0.120, -0.002, -0.118, 0.122, 0.193, -0.055, 0.169, 0.178, -0.055, -0.124, -0.391, 0.134, -0.017, -0.246, -0.056, -0.078, 0.099],
  "de_lowest_kj_mol": 1788.9
}

---

2.
{
  "formula": "C20H25N2O3RuSbSe4",
  "method": "wB97M-V/def2-TZVPD",
  "species": ["H", "H", "C", "C", "H", "N", "C", "C", "H", "Se", "H", "C", "C", "C", "C", "H", "C", "C", "H", "O", "C", "C", "Se", "C", "H", "H", "H", "H", "C", "N", "O", "H", "C", "O", "H", "H", "H", "Ru", "C", "H", "H", "Se", "C", "H", "H", "H", "H", "C", "H", "H", "H", "C", "Sb", "Se", "H", "C"],
  "coordinates": [[-2.360321, 4.767791, -2.016723], [-3.628768, -2.991907, 0.648032], [-4.794807, -3.040524, 2.446947], [0.362078, 4.428773, -2.365029], [-5.485897, -3.788394, 2.082236], [-1.592406, -1.795858, 0.058681], [-0.930712, 4.659752, 0.958702], [-1.529845, 3.255744, 0.932358], [1.347992, 3.240923, -0.836906], [1.628572, 1.785067, 1.676913], [-3.583690, 4.087869, -0.942053], [-2.999427, -1.121392, 3.393320], [-3.123448, 3.996786, -1.925794], [-0.149123, -1.865776, -1.718272], [-3.760491, -2.600545, 1.647406], [-5.742266, -2.850811, 4.367185], [1.165165, -2.285561, -3.715087], [-1.736520, -1.212767, 1.211786], [1.059466, 2.379565, -2.328536], [-2.173723, -0.198879, 3.930235], [3.005770, -0.311051, -3.119370], [-4.049017, -1.566844, 4.197405], [3.259592, -1.194214, 2.822832], [3.148709, -1.075828, -4.249900], [1.277352, 4.790439, -2.839410], [-2.619842, 3.298167, 0.979806], [3.708850, 0.475294, -2.876343], [3.990743, -0.898165, -4.907787], [1.947110, -0.531932, -2.210579], [-0.462090, -1.309067, -0.610281], [-0.953154, -0.261001, 1.651205], [0.158530, 4.632260, 0.899397], [0.624721, 3.107977, -1.642936], [1.928092, 0.197676, -1.126339], [-0.384301, 4.316628, -3.153667], [0.018875, 5.205898, -1.682659], [-1.190714, 2.671992, 1.786335], [0.603490, 0.109621, 0.360516], [-2.560622, 2.597866, -2.158938], [-4.138984, -1.148208, 5.191515], [-3.346832, 1.846542, -2.076893], [1.721290, -1.867402, 1.287920], [2.223709, -2.082007, -4.561749], [0.434696, -3.055770, -3.938209], [-1.490575, 0.001145, 3.257982], [-2.117764, 2.489183, -3.150038], [-1.189347, 5.162405, 1.893686], [-4.934448, -2.514377, 3.729237], [2.340707, -2.682123, -5.453567], [-3.895768, 4.207169, -2.668964], [-0.805908, -2.665491, -2.052646], [0.993536, -1.530648, -2.537308], [-1.031329, 2.048817, -0.767932], [2.579034, 0.864567, 3.510646], [-1.301565, 5.277088, 0.141058], [-2.849854, -1.640029, 2.096380]],
  "forces_ev_per_angstrom": [[0.0, 0.0, 0.0], [0.0, 0.0, 0.0], [0.0, 0.0, 0.0], [0.0, -0.1, 0.0], [0.0, 0.0, 0.0], [0.3, 0.1, -0.2], [0.0, -0.1, 0.1], [-0.2, 0.2, -0.1], [0.0, 0.0, 0.0], [-0.6, 0.0, -0.2], [0.0, 0.0, 0.0], [0.0, 0.0, 0.0], [0.0, -0.1, -0.1], [0.1, -0.1, -0.2], [0.0, 0.0, 0.0], [0.0, 0.0, 0.0], [0.0, 0.0, 0.0], [-0.2, 0.2, 0.1], [0.1, 0.0, 0.1], [0.0, 0.0, 0.0], [0.0, -0.1, 0.0], [0.0, 0.0, 0.0], [0.3, -0.3, 0.1], [0.0, 0.0, 0.0], [0.0, 0.0, 0.0], [0.0, 0.0, 0.1], [0.0, 0.0, 0.0], [0.0, 0.0, 0.0], [-0.1, 0.1, 0.2], [-0.4, -0.1, 0.3], [0.0, -0.2, 0.3], [0.0, 0.0, 0.0], [-0.2, 0.3, -0.2], [0.2, 0.1, -0.2], [0.0, 0.0, 0.0], [0.0, 0.0, 0.0], [-0.1, 0.0, 0.0], [0.0, -0.6, -0.1], [-0.2, -0.3, 0.0], [0.0, 0.0, 0.0], [0.0, 0.0, -0.1], [-0.3, 0.5, -0.3], [0.0, 0.0, 0.0], [0.0, 0.0, 0.0], [0.0, 0.0, 0.0], [0.0, 0.0, 0.0], [0.0, 0.0, 0.0], [0.0, 0.0, 0.0], [0.0, 0.0, 0.0], [0.0, 0.0, 0.0], [0.0, 0.0, 0.0], [-0.1, -0.1, 0.0], [1.2, 0.3, 0.4], [0.1, 0.2, 0.1], [0.0, 0.0, 0.0], [0.1, 0.1, -0.1]],
  "lowdin_charge": [0.048, 0.105, -0.095, -0.176, 0.098, 0.088, -0.181, -0.443, 0.013, 0.229, 0.061, -0.260, -0.179, -0.093, -0.035, 0.103, -0.057, -0.454, 0.038, 0.063, -0.017, -0.016, 0.041, -0.083, 0.072, 0.048, 0.116, 0.103, -0.359, -0.231, -0.322, 0.051, -0.428, -0.325, 0.057, 0.049, 0.003, 0.567, -0.413, 0.117, 0.045, 0.257, -0.102, 0.110, 0.069, 0.051, 0.074, -0.084, 0.097, 0.075, 0.134, -0.149, 1.475, 0.075, 0.050, -0.079]
}

---

3.
{
  "formula": "C20H25N3O2S",
  "method": "wB97M-V/def2-TZVPD",
  "species": ["C", "C", "C", "H", "C", "H", "H", "C", "C", "H", "O", "N", "H", "H", "H", "C", "N", "H", "H", "H", "H", "H", "H", "C", "C", "H", "C", "C", "H", "N", "C", "C", "C", "C", "C", "H", "C", "H", "H", "H", "C", "C", "C", "H", "S", "H", "H", "O", "H", "H", "H"],
  "coordinates": [[3.453354, 0.947190, 1.384373], [1.300002, -0.278237, -1.241470], [0.439126, 0.062509, -0.140706], [4.366211, 1.073706, 0.801972], [-4.546365, 2.035060, 3.160952], [-6.413318, 3.083374, 3.315741], [2.700840, -0.165634, 3.042617], [3.580912, 0.926662, -3.488587], [-5.662030, -0.619133, 0.483751], [4.093152, -2.126124, 2.884171], [3.840596, -0.016051, -1.243357], [2.411166, 0.529361, 0.484943], [5.793948, -2.464528, 1.175107], [6.209632, -1.005235, 2.074307], [5.091565, -0.423290, -2.734640], [-5.845990, 2.285584, 2.870765], [-3.739966, -0.007913, -0.947069], [2.517591, 1.119243, -3.367179], [3.490152, -1.168870, -2.921417], [-3.335431, 0.706652, -0.363403], [-1.083632, -1.418128, -3.339402], [-1.555646, 0.115843, 0.636099], [3.782080, 0.709908, -4.533834], [-5.475674, 0.451444, 1.502033], [5.481891, -1.446441, 1.396155], [-5.113269, -1.517310, 0.773512], [0.734680, -0.820123, -2.412334], [-0.617146, -0.992740, -2.464088], [3.367380, -1.831152, 1.308343], [1.140613, 0.542130, 0.886196], [-5.168657, -0.175263, -0.907526], [-6.375276, 1.381540, 1.920698], [-1.466941, -0.634756, -1.387991], [3.650437, -0.068803, 2.513233], [4.016472, -0.253872, -2.629356], [3.155292, 1.907111, 1.814834], [-2.923560, -0.893555, -1.571133], [4.130927, 1.819744, -3.201172], [-5.409432, -0.946583, -1.642862], [4.392026, 0.331165, 3.207181], [-0.949955, -0.120025, -0.225416], [4.094430, -1.448409, 2.027602], [2.575456, 0.049525, -0.763463], [-6.722984, -0.865004, 0.413361], [-3.941284, 0.685840, 2.282422], [-7.390888, 1.418079, 1.568157], [5.484862, -0.884925, 0.466032], [-3.349537, -1.802395, -2.259462], [-3.895708, 2.553718, 3.836228], [1.345754, -1.103912, -3.255752], [-5.657856, 0.763024, -1.189169]],
  "forces_ev_per_angstrom": [[0.3, 0.1, 0.6], [0.0, 0.1, 0.5], [1.1, 0.0, -0.4], [-0.1, 0.1, 0.0], [0.2, -0.2, -0.1], [-0.1, 0.1, 0.1], [0.0, 0.1, 0.1], [0.0, -0.2, 0.4], [0.1, 0.1, -0.4], [-0.1, 0.0, 0.0], [-0.4, 0.0, 0.5], [0.0, -0.2, -0.9], [0.1, -0.1, -0.1], [0.1, 0.0, 0.1], [-0.2, -0.1, 0.0], [0.2, 0.1, 0.1], [0.0, 0.2, 0.2], [-0.1, 0.0, -0.1], [0.1, 0.0, 0.1], [0.1, 0.0, -0.2], [0.0, -0.1, -0.1], [-0.1, 0.0, 0.1], [0.0, 0.0, -0.1], [0.3, 0.0, 0.2], [-0.2, -0.1, 0.1], [-0.1, -0.1, 0.0], [-0.2, -0.1, -0.3], [0.3, -0.1, -0.3], [-0.1, -0.1, 0.0], [-0.6, 0.1, 0.6], [-0.3, -0.3, 0.0], [0.1, -0.2, -0.1], [0.3, 0.1, 0.5], [-0.1, -0.2, -0.2], [0.0, 0.0, -0.6], [0.1, -0.1, -0.2], [-0.2, 0.2, 0.1], [0.0, 0.1, 0.0], [0.0, 0.2, 0.0], [0.0, 0.1, 0.1], [-0.4, -0.2, -0.3], [0.1, 0.2, 0.1], [0.1, 0.1, 0.0], [0.0, 0.0, 0.0], [-0.6, 0.2, 0.0], [-0.2, -0.1, -0.1], [0.1, 0.1, -0.1], [0.1, -0.2, -0.1], [0.1, 0.2, 0.2], [0.0, 0.0, -0.1], [0.0, -0.1, 0.0]],
  "lowdin_charge": [-0.121, -0.082, -0.222, 0.120, -0.412, 0.100, 0.105, -0.055, -0.182, 0.106, -0.033, -0.085, 0.071, 0.074, 0.126, -0.191, 0.060, 0.069, 0.115, 0.095, 0.114, 0.080, 0.081, -0.538, -0.104, 0.118, -0.025, -0.023, 0.106, 0.140, -0.172, -0.138, -0.128, -0.187, -0.222, 0.128, -0.451, 0.082, 0.119, 0.112, 0.045, -0.253, -0.211, 0.119, 1.035, 0.111, 0.051, 0.065, 0.059, 0.101, 0.127],
  "smiles": "CCCCn1nc2cc(C(=O)NCCc3cccs3)ccc2c1OCC",
  "de_lowest_kj_mol": 170.3
}

---

4.
{
  "formula": "C20H25N3O2S",
  "method": "wB97M-V/def2-TZVPD",
  "species": ["H", "C", "H", "C", "H", "H", "C", "H", "C", "H", "C", "H", "C", "H", "C", "H", "C", "H", "N", "H", "C", "C", "C", "C", "H", "H", "C", "O", "H", "S", "N", "H", "O", "C", "H", "C", "H", "C", "H", "H", "N", "C", "H", "H", "C", "H", "H", "H", "C", "C", "H"],
  "coordinates": [[0.400012, 1.147351, -1.977707], [2.066965, 1.008050, 1.059672], [-3.257585, -0.561310, 1.939212], [0.540641, -1.416058, -2.413569], [1.301025, -0.649141, -4.315250], [1.482421, -1.031031, -2.005843], [-0.177867, -1.891173, 1.745840], [-2.192858, 0.419261, -2.375852], [-2.323688, -0.871732, 1.498003], [-1.106734, 2.058783, -4.294677], [-1.594308, -0.425315, -2.719653], [3.537137, -1.057862, 4.019581], [-0.446988, 2.032386, 1.586598], [1.903803, 1.950438, -0.840928], [-2.085771, -0.674699, 0.156499], [-1.356378, -0.198221, -4.873859], [3.300036, -0.524108, 3.100280], [0.131241, -1.956646, -4.471034], [-0.579536, -0.777042, -1.745503], [-0.219973, 1.170339, 3.528253], [1.480040, 0.782214, 2.297033], [-0.315059, 1.405834, -3.915141], [0.384807, -1.064611, -3.898862], [0.220995, 1.326101, 2.557143], [-1.126648, -1.977170, 5.519196], [3.053757, 0.635033, 0.834970], [1.398256, 1.735947, 0.088197], [2.039695, 0.063120, 3.312287], [-1.426145, 2.435992, 1.795834], [-1.829338, 3.775513, -2.742193], [-0.608626, 2.961695, -0.615059], [-1.290068, 3.604353, -0.231680], [-1.692395, -1.589592, 3.641497], [-0.776204, -0.061425, -3.960100], [-2.852103, -0.208221, -0.441060], [-0.752110, 2.789581, -1.956651], [3.276560, -1.232451, 2.265556], [-0.873704, -1.062935, -0.424464], [1.008287, -2.016597, -0.003274], [4.070531, 0.230979, 2.914646], [-0.004560, 1.854910, -2.578870], [0.064247, -1.685376, 0.399549], [-0.441413, -3.101209, 4.322254], [0.530461, -2.504431, -2.263909], [-0.698116, -2.054626, 4.520830], [0.206313, -1.440037, 4.462675], [0.566899, 1.534469, -4.552179], [-2.268371, -1.269172, -2.929139], [-1.368984, -1.469935, 2.317463], [0.121124, 2.229254, 0.325955], [0.580277, -2.379477, 2.337432]],
  "forces_ev_per_angstrom": [[-0.1, 0.1, 0.0], [0.2, -0.2, 0.3], [-0.1, 0.1, 0.1], [0.2, -0.1, 0.1], [0.0, 0.0, -0.1], [0.0, -0.1, 0.0], [-0.2, -0.1, 0.3], [0.0, 0.0, 0.0], [0.1, -0.2, 0.2], [0.2, -0.1, 0.1], [-0.2, 0.0, -0.1], [0.0, 0.0, -0.1], [0.2, 0.0, -0.1], [0.0, 0.0, -0.1], [-0.1, 0.0, -0.1], [0.0, 0.0, 0.0], [0.2, -0.1, 0.0], [0.0, 0.0, 0.0], [0.1, -0.1, -0.4], [-0.1, 0.0, 0.1], [0.0, 0.2, -0.1], [-0.1, -0.1, -0.5], [-0.1, 0.0, 0.0], [0.3, 0.0, 0.0], [0.1, 0.0, 0.0], [0.1, -0.1, 0.0], [-0.2, 0.2, 0.0], [-0.3, 0.1, 0.0], [-0.2, 0.0, 0.0], [-0.6, 0.5, -0.3], [-0.2, 0.2, 0.1], [0.1, -0.1, -0.2], [-0.2, 0.1, -0.2], [0.1, 0.1, 0.1], [-0.1, 0.1, -0.1], [0.1, 0.1, 0.0], [0.0, 0.0, 0.0], [0.1, 0.0, 0.3], [0.1, 0.0, -0.1], [0.0, 0.0, 0.0], [0.1, 0.1, 0.5], [-0.1, 0.0, -0.3], [0.0, 0.0, 0.0], [0.1, 0.0, 0.1], [0.1, -0.1, 0.1], [0.0, 0.0, 0.0], [-0.1, 0.0, 0.0], [0.0, 0.0, 0.0], [0.0, 0.0, -0.1], [0.4, -0.4, 0.2], [0.1, 0.0, 0.1]],
  "lowdin_charge": [0.096, -0.019, 0.121, -0.159, 0.109, 0.115, -0.029, 0.115, -0.009, 0.054, -0.121, 0.094, -0.009, 0.116, -0.014, 0.140, -0.086, 0.112, -0.114, 0.127, -0.291, -0.181, -0.117, 0.002, 0.094, 0.106, -0.027, -0.103, 0.122, 0.622, 0.048, 0.112, -0.092, -0.255, 0.106, -0.863, 0.093, -0.229, 0.101, 0.096, 0.009, -0.022, 0.095, 0.123, -0.089, 0.080, 0.122, 0.136, -0.297, -0.246, 0.107],
  "smiles": "COc1ccc(NC(=S)NC[C@H]2CCN(c3ccc(OC)cc3)C2)cc1",
  "de_lowest_kj_mol": 183.1
}

---

Number 1: DFT total energy -33902.0039 eV. Number 2: DFT total energy -300773.3372 eV. Number 3: DFT total energy -40546.4190 eV. Number 4: DFT total energy -40546.2871 eV.